A structure of composition C27H30As2AuIN2O. Source: the OMol25 dataset; level of theory: wB97M-V/def2-TZVPD.

XYZ file:
```
64
Properties=species:S:1:pos:R:3
Au 0.11 -0.56 0.58
C -1.05 -0.04 4.45
As 0.30 -0.21 3.08
C 1.41 1.33 3.51
C 1.35 -1.76 3.57
C 1.31 -2.30 4.84
C 2.04 -3.45 5.14
C 2.83 -4.05 4.17
C 2.89 -3.50 2.89
C 2.16 -2.36 2.60
As 2.29 -1.57 0.85
C 2.68 -2.98 -0.40
C 3.81 -0.39 0.85
H -0.56 0.04 5.42
H -1.73 -0.89 4.47
H -1.61 0.87 4.26
H 1.92 1.15 4.46
H 0.76 2.20 3.62
H 2.12 1.51 2.72
H 0.70 -1.86 5.62
H 2.00 -3.87 6.14
H 3.39 -4.94 4.40
H 3.51 -3.98 2.14
H 3.67 -3.39 -0.19
H 2.67 -2.57 -1.41
H 1.93 -3.76 -0.31
H 4.65 -0.92 1.30
H 3.59 0.50 1.41
H 4.06 -0.13 -0.18
C 1.65 -0.18 -3.44
C 0.76 -0.96 -4.16
C -0.29 -1.59 -3.52
C -0.45 -1.49 -2.14
C 0.49 -0.74 -1.43
C 1.52 -0.08 -2.06
C -1.61 -2.02 -1.41
C -2.57 -2.84 -2.04
C -3.64 -3.29 -1.33
C -3.78 -2.95 0.03
C -4.87 -3.39 0.82
C -4.96 -3.03 2.13
C -3.97 -2.21 2.70
C -2.91 -1.77 1.96
C -2.79 -2.12 0.60
N -1.73 -1.67 -0.13
H 2.45 0.35 -3.95
H 0.86 -1.05 -5.24
H -1.00 -2.14 -4.12
H 2.21 0.54 -1.50
H -2.45 -3.11 -3.08
H -4.39 -3.92 -1.80
H -5.62 -4.01 0.36
H -5.79 -3.36 2.73
H -4.05 -1.93 3.75
H -2.15 -1.14 2.38
N -0.86 3.27 0.40
C 0.45 3.00 0.37
O 0.89 1.84 0.37
C 1.38 4.17 0.34
I 1.49 4.92 -1.66
H -1.52 2.53 0.24
H -1.19 4.21 0.24
H 2.38 3.85 0.62
H 1.05 4.98 0.98
```

Its gap between HOMO and LUMO is 7.190 eV. The total energy comes out at -166970.4939 eV. The value obtained for the max |F| is 0.0100 Eh/bohr. As for the lowest unoccupied orbital energy: -6.76 eV. The total charge is +2. The value obtained for the HOMO energy is -13.948 eV.